Arrangement P

Entry from the OMol25 dataset: an isolated molecule of C3H4N2 (ωB97M-V with the def2-TZVPD basis set).

Properties
* HOMO level: -10.314 eV
* LUMO: 0.9 eV

Last columns: bonded neighbours and bond lengths (Å).
CARTESIAN COORDINATES (ANGSTROEM)
1 N -1.148 0.160 -1.924  C2 1.158
2 C -0.168 -0.222 -1.440  N1 1.158, C3 1.461
3 C 0.699 -0.285 -0.266  C2 1.461, C4 1.529, N5 1.440, H6 1.089
4 C -0.051 0.654 0.680  C3 1.529, N5 1.456, H7 1.099, H8 1.153
5 N 0.077 -0.773 0.938  C3 1.440, C4 1.456, H9 1.011
6 H 1.767 -0.449 -0.399  C3 1.089
7 H 0.526 1.193 1.444  C4 1.099
8 H -0.964 1.087 0.125  C4 1.153
9 H -0.738 -1.364 0.843  N5 1.011

Löwdin atomic charge list, values in e, 2 entries: atom 1 (N): 0.14, atom 2 (C): -0.19

Arrangement Q

Entry from the OMol25 dataset: an isolated molecule of C3H4N2 (ωB97M-V with the def2-TZVPD basis set).

Properties
* HOMO level: -10.786 eV
* LUMO: 0.7 eV

Last columns: bonded neighbours and bond lengths (Å).
CARTESIAN COORDINATES (ANGSTROEM)
1 N -2.412 -1.460 -0.247  C2 1.175
2 C -1.531 -0.691 -0.124  N1 1.175, C3 1.430
3 C -0.378 0.057 0.267  C2 1.430, C4 1.486, N5 1.502, H6 1.127
4 C 1.059 -0.200 -0.010  C3 1.486, N5 1.473, H7 1.086, H8 1.105
5 N 0.357 0.837 -0.787  C3 1.502, C4 1.473, H9 1.013
6 H -0.668 0.601 1.210  C3 1.127
7 H 1.344 -0.984 -0.704  C4 1.086
8 H 1.729 0.065 0.829  C4 1.105
9 H 0.499 1.775 -0.433  N5 1.013

Löwdin atomic charge list, values in e, 2 entries: atom 1 (N): 0.14, atom 2 (C): -0.18

Taking the most stable structure as the zero point, the relative energies in kJ/mol are arrangement P 51.5; arrangement Q 0.0.